DFT (ωB97M-V/def2-TZVPD) results for a molecular structure, C30H48Cl2LaN3O6Si.

Atoms and positions in Å:
C (-1.026, -0.764, -4.042)
C (-0.619, -2.097, -3.484)
H (-0.757, -0.653, -5.099)
H (-0.538, 0.041, -3.472)
H (-2.115, -0.617, -3.947)
C (-0.073, -3.092, -4.198)
C (0.133, -3.086, -5.679)
H (0.254, -4.006, -3.698)
H (-0.063, -2.114, -6.150)
H (-0.519, -3.827, -6.166)
H (1.164, -3.375, -5.932)
La (0.430, 0.263, 0.341)
Cl (0.150, 2.296, -1.466)
C (0.360, -2.777, 1.822)
O (1.229, -1.992, 1.380)
N (0.586, -3.720, 2.736)
C (1.902, -3.986, 3.301)
C (-0.470, -4.653, 3.089)
H (-0.694, -2.747, 1.481)
H (2.578, -3.147, 3.124)
H (2.326, -4.906, 2.872)
H (1.770, -4.152, 4.377)
H (-1.414, -4.298, 2.659)
H (-0.553, -4.710, 4.183)
H (-0.258, -5.658, 2.691)
H (1.281, 3.315, 5.264)
H (-0.757, 4.502, 4.544)
C (1.715, 3.375, 4.260)
C (-0.363, 4.573, 3.523)
N (0.650, 3.553, 3.282)
H (2.251, 2.457, 4.020)
C (0.686, 2.913, 2.114)
O (1.518, 2.008, 1.833)
H (-1.176, 4.416, 2.807)
H (-0.093, 3.232, 1.399)
H (2.412, 4.225, 4.237)
H (0.030, 5.590, 3.375)
H (1.866, -0.371, -3.580)
H (2.893, -2.880, -3.332)
C (2.782, -0.050, -3.064)
C (3.732, -2.345, -2.858)
N (3.258, -1.134, -2.204)
H (2.561, 0.832, -2.454)
C (3.277, -1.011, -0.873)
O (2.764, -0.049, -0.269)
H (4.192, -2.996, -2.102)
H (3.772, -1.839, -0.326)
H (3.551, 0.170, -3.818)
H (4.467, -2.092, -3.634)
O (-0.008, -1.282, -1.372)
C (-0.810, -2.205, -1.982)
C (0.579, -4.180, -1.110)
C (-0.669, -3.611, -1.371)
H (1.488, -3.621, -1.352)
C (0.665, -5.463, -0.557)
H (-1.858, -1.904, -1.814)
C (-1.826, -4.346, -1.104)
H (1.644, -5.907, -0.354)
C (-0.494, -6.186, -0.269)
C (-1.742, -5.626, -0.557)
H (-2.790, -3.905, -1.370)
H (-0.439, -7.185, 0.168)
H (-2.660, -6.181, -0.359)
Si (0.132, 6.332, -3.103)
Cl (-0.137, 5.111, -4.774)
C (1.975, 6.257, -2.755)
C (-1.013, 5.501, -1.877)
C (-0.375, 8.139, -3.318)
H (2.307, 5.209, -2.761)
H (2.213, 6.701, -1.778)
H (2.524, 6.808, -3.535)
H (0.251, 8.652, -4.058)
H (-0.266, 8.672, -2.362)
H (-1.424, 8.223, -3.628)
H (-0.742, 4.429, -1.835)
H (-2.061, 5.571, -2.220)
H (-0.922, 5.912, -0.860)
O (-0.407, -0.205, 2.864)
C (-1.585, 0.149, 2.541)
O (-1.913, 0.420, 1.325)
C (-2.621, 0.342, 3.615)
C (-3.904, 0.804, 3.286)
C (-4.826, 1.080, 4.294)
C (-4.473, 0.889, 5.641)
C (-3.202, 0.387, 5.965)
C (-2.281, 0.114, 4.953)
H (-4.151, 0.956, 2.237)
H (-5.823, 1.446, 4.040)
H (-5.184, 1.133, 6.436)
H (-2.935, 0.215, 7.009)
H (-1.288, -0.259, 5.191)

Calculated values
**Molar mass**: 784.63 g/mol
**HOMO level**: -8.076 eV
**F_max**: 0.037 hartree/bohr
**Charge**: 0